A.
{
  "formula": "C3H10N4",
  "method": "wB97M-V/def2-TZVPD",
  "charge": 2,
  "gap_ha": 0.3291,
  "e_lumo_ev": -9.07,
  "spin_multiplicity": 1,
  "smiles": "N[NH2+]/C(N)=C\\C=[NH2+]",
  "e_homo_ev": -18.03,
  "symbols": ["C", "C", "C", "N", "N", "N", "N", "H", "H", "H", "H", "H", "H", "H", "H", "H", "H"],
  "xyz": [[0.59326, 0.76151, 0.08156], [-0.74093, 0.67258, 0.00053], [1.60929, -0.23377, 0.26812], [-1.61383, 1.68064, -0.00442], [2.90126, 0.09301, 0.29863], [-1.48728, -0.66699, 0.03903], [-0.71509, -1.79844, -0.25388], [0.92809, 1.73777, -0.30750], [1.39250, -1.24775, 0.13899], [-1.34470, 2.61722, -0.31986], [-2.66454, 1.79892, -0.03947], [3.69059, -0.47552, 0.44261], [3.18314, 1.08740, 0.30517], [-2.03619, -0.73234, 1.01010], [-2.29306, -0.68911, -0.62250], [-0.68659, -1.96855, -1.28902], [-0.71591, -2.63657, 0.25190]]
}

B.
{
  "formula": "C3H10N4",
  "method": "wB97M-V/def2-TZVPD",
  "charge": 2,
  "gap_ha": 0.3890,
  "e_lumo_ev": -5.51,
  "spin_multiplicity": 1,
  "e_homo_ev": -16.10,
  "symbols": ["C", "C", "C", "N", "N", "N", "N", "H", "H", "H", "H", "H", "H", "H", "H", "H", "H"],
  "xyz": [[-2.02370, -4.51268, -6.81771], [3.61740, 6.55164, 8.20234], [3.02520, 7.43740, 7.30009], [4.19441, 5.79979, 8.88063], [-2.07370, -3.31194, -6.83083], [-3.07104, -5.31393, -4.15482], [-2.28106, -5.51578, -5.31115], [-2.47077, -5.04376, -3.44406], [2.59922, 8.29972, 7.91536], [3.74018, 7.66429, 6.59989], [2.35095, 6.91862, 6.67522], [4.62315, 5.24525, 9.56181], [-2.43184, -2.60229, -6.17589], [-3.73178, -4.60817, -4.27060], [-2.01814, -5.12358, -7.58201], [-1.38867, -5.46131, -4.93109], [-2.65983, -6.42325, -5.61721]]
}

C.
{
  "formula": "C3H10N4",
  "method": "wB97M-V/def2-TZVPD",
  "charge": 2,
  "gap_ha": 0.2817,
  "e_lumo_ev": -10.42,
  "spin_multiplicity": 1,
  "e_homo_ev": -18.08,
  "symbols": ["C", "C", "C", "N", "N", "N", "N", "H", "H", "H", "H", "H", "H", "H", "H", "H", "H"],
  "xyz": [[-0.68770, -0.09369, -0.86869], [-0.64383, -0.49785, 0.46412], [0.34924, 0.26727, -1.71193], [-1.72876, -0.88990, 1.13202], [0.06497, 0.46234, -2.94375], [0.60896, -0.62591, 1.11562], [1.34168, 1.01852, 1.60763], [-1.64021, -0.17407, -1.38051], [1.35240, 0.52212, -1.42798], [-2.69000, -0.95831, 0.66562], [-1.73935, -0.56797, 2.06860], [0.68901, 0.90719, -3.59987], [-0.78894, 0.23543, -3.36318], [0.53886, -1.16867, 2.02529], [1.17111, -1.28605, 0.57657], [1.71508, 0.99125, 2.60298], [0.53113, 1.62112, 1.74542]]
}

If we sort the structures by their calculated energies, the order from most to least stable is A, B, C.